111
Properties=species:S:1:pos:R:3:lowdin_charge:R:1 method="wB97M-V/def2-TZVPD" e_tot_ha=-4150.44801 homo_lumo_gap_ev=11.0 e_homo_ev=-10.730 lumo_energy_ha=0.0112 fmax_ev_per_a=2.554
O 4.286 -1.997 -5.976 0.196
C 3.877 -1.824 -4.885 -0.544
O 2.699 -1.251 -4.540 0.068
C 2.713 -1.022 -3.141 -0.056
C 3.647 -2.137 -2.648 -0.247
F 2.889 -3.281 -2.554 0.051
O 4.520 -2.255 -3.761 0.123
H 3.068 -0.041 -2.826 0.127
H 1.685 -1.138 -2.809 0.119
H 4.218 -2.024 -1.731 0.153
C 0.808 4.209 2.341 -0.048
O -0.466 4.531 2.860 0.027
C -1.047 3.651 3.667 -0.611
O -0.666 2.550 3.929 0.139
O -2.198 4.189 4.059 0.006
C -2.866 3.631 5.163 -0.058
H 1.569 4.492 3.074 0.097
H 1.051 4.601 1.364 0.074
H 0.973 3.124 2.320 0.077
H -2.346 3.688 6.120 0.099
H -3.038 2.557 5.023 0.094
H -3.847 4.096 5.195 0.094
C -8.449 -4.692 -3.562 -0.042
O -7.497 -3.641 -3.608 0.007
C -6.255 -3.949 -3.246 -0.628
O -5.783 -5.046 -3.184 0.130
O -5.610 -2.811 -3.048 -0.006
C -4.227 -2.889 -2.694 -0.012
H -8.093 -5.624 -3.129 0.094
H -8.701 -4.960 -4.594 0.096
H -9.373 -4.328 -3.121 0.092
H -3.622 -2.725 -3.586 0.100
H -4.056 -3.884 -2.288 0.094
H -3.961 -2.114 -1.980 0.085
C 0.187 -3.644 1.551 -0.053
O -0.248 -3.156 2.808 -0.003
C -1.072 -3.933 3.496 -0.615
O -1.455 -5.031 3.190 0.137
O -1.486 -3.249 4.561 0.015
C -2.306 -3.939 5.468 -0.063
H 0.756 -4.570 1.646 0.104
H 0.836 -2.922 1.064 0.088
H -0.680 -3.868 0.929 0.095
H -2.712 -3.220 6.181 0.094
H -1.786 -4.683 6.075 0.100
H -3.182 -4.419 5.030 0.097
C 5.517 1.081 4.608 -0.050
O 4.160 1.297 4.286 0.021
C 3.505 0.388 3.594 -0.614
O 3.993 -0.511 2.943 0.097
O 2.207 0.639 3.720 0.020
C 1.276 -0.078 2.923 -0.018
H 5.891 1.967 5.123 0.102
H 6.164 0.939 3.745 0.025
H 5.631 0.303 5.363 0.107
H 1.509 -1.140 2.881 0.086
H 1.395 0.350 1.920 0.079
H 0.234 0.102 3.163 0.099
C -3.619 2.383 -0.829 -0.046
O -4.786 1.635 -0.568 0.005
C -5.528 1.252 -1.597 -0.619
O -5.377 1.596 -2.737 0.131
O -6.423 0.388 -1.120 -0.004
C -7.351 -0.274 -1.961 -0.033
H -2.810 1.801 -1.273 0.085
H -3.203 2.710 0.125 0.093
H -3.847 3.288 -1.390 0.100
H -7.410 -1.296 -1.589 0.086
H -7.004 -0.244 -2.992 0.097
H -8.340 0.164 -1.810 0.097
C -0.907 -1.075 -0.642 -0.013
O 0.210 -0.387 -1.202 -0.009
C 0.598 0.738 -0.612 -0.641
O -0.124 1.429 0.066 0.125
O 1.756 1.087 -1.112 -0.008
C 2.353 2.305 -0.627 -0.012
H -0.821 -2.099 -0.999 0.082
H -1.823 -0.673 -1.073 0.091
H -0.888 -1.073 0.444 0.096
H 3.117 2.648 -1.317 0.086
H 2.798 2.008 0.321 0.090
H 1.617 3.100 -0.550 0.098
C 0.319 -4.729 -2.815 -0.059
O -0.100 -3.493 -3.372 -0.018
C 0.129 -3.331 -4.688 -0.612
O 0.638 -4.137 -5.419 0.148
O -0.393 -2.157 -5.019 0.005
C -0.132 -1.660 -6.313 -0.047
H 0.347 -4.595 -1.737 0.082
H 1.315 -5.080 -3.085 0.088
H -0.317 -5.567 -3.101 0.101
H -0.247 -2.439 -7.070 0.098
H 0.891 -1.300 -6.434 0.091
H -0.789 -0.851 -6.622 0.095
C 3.642 7.780 2.950 -0.029
O 4.616 7.031 2.246 0.020
C 4.221 6.108 1.409 -0.621
O 3.058 5.876 1.169 0.108
O 5.248 5.637 0.734 0.021
C 5.093 4.565 -0.158 -0.063
H 3.113 8.447 2.264 0.102
H 4.200 8.384 3.657 0.097
H 2.880 7.153 3.410 0.095
H 4.626 4.939 -1.072 0.106
H 4.589 3.697 0.268 0.068
H 6.073 4.178 -0.435 0.084
Cl 7.099 2.035 1.688 0.569
C 6.054 0.671 1.259 -1.034
Cl 5.838 0.555 -0.472 0.557
H 6.478 -0.276 1.582 0.042
H 5.089 0.757 1.751 -0.008

---

92
Properties=species:S:1:pos:R:3:lowdin_charge:R:1 method="wB97M-V/def2-TZVPD" e_tot_ha=-1950.55393 homo_lumo_gap_ev=9.0 e_homo_ev=-8.607 lumo_energy_ha=0.0154 fmax_ev_per_a=5.317
C -3.136 -0.439 2.213 -0.104
C -2.443 -1.634 3.087 -0.188
C -1.407 -2.358 2.056 -0.202
O -0.216 -1.516 2.045 -0.085
C 0.883 -2.187 1.408 -0.286
F 0.409 -3.195 0.482 0.001
O 1.737 -2.765 2.432 0.051
C 3.079 -2.421 2.081 -0.289
O 3.603 -2.883 1.030 0.095
C 4.004 -1.404 2.947 -0.070
O 4.276 -0.288 2.071 -0.135
C 4.658 0.884 2.791 -0.165
C 3.530 1.775 3.363 0.047
C 3.835 3.095 4.140 -0.213
C 2.713 4.077 4.713 -0.103
C 5.326 3.472 4.342 -0.036
C 6.468 2.557 3.781 -0.007
C 6.149 1.238 2.987 -0.078
C 7.403 0.390 2.495 -0.360
C 7.984 -0.548 3.696 -0.086
C 7.196 -0.409 1.118 -0.083
H -2.372 -0.165 1.397 0.072
H -3.365 0.485 2.839 0.057
H -4.065 -0.911 1.733 0.084
H -1.801 -1.200 3.932 0.108
H -3.210 -2.392 3.473 0.107
H -1.228 -3.437 2.373 0.135
H -1.882 -2.274 1.012 0.128
H 1.418 -1.401 0.769 0.190
H 3.541 -1.124 3.950 0.144
H 4.979 -1.991 3.139 0.135
H 2.416 1.518 3.247 0.113
H 2.433 4.784 3.840 0.088
H 1.781 3.552 5.108 0.076
H 3.141 4.769 5.530 0.080
H 5.650 4.428 4.881 0.092
H 7.559 2.836 3.946 0.095
H 8.251 1.154 2.299 0.128
H 9.041 -0.939 3.461 0.087
H 7.254 -1.422 3.869 0.070
H 7.983 0.100 4.643 0.077
H 6.263 -0.032 0.578 0.081
H 7.063 -1.524 1.404 0.085
H 8.079 -0.368 0.399 0.078
C -3.893 3.395 3.917 -0.115
O -4.896 2.406 4.103 -0.208
C -5.217 2.213 5.480 -0.198
C -6.543 2.875 5.835 -0.199
O -6.438 4.297 5.793 -0.193
C -7.032 4.848 4.627 -0.112
H -3.811 3.601 2.849 0.090
H -4.145 4.325 4.433 0.084
H -2.929 3.020 4.276 0.086
H -4.411 2.578 6.125 0.126
H -5.311 1.134 5.635 0.124
H -6.804 2.607 6.864 0.123
H -7.346 2.521 5.180 0.125
H -8.121 4.749 4.681 0.087
H -6.661 4.363 3.719 0.083
H -6.779 5.909 4.583 0.089
C 0.114 -2.991 -2.908 -0.105
O -0.364 -2.427 -4.121 -0.199
C -1.787 -2.324 -4.145 -0.200
C -2.240 -0.888 -3.908 -0.194
O -1.976 -0.477 -2.567 -0.194
C -0.846 0.378 -2.478 -0.108
H 1.202 -2.896 -2.892 0.093
H -0.293 -2.473 -2.036 0.070
H -0.144 -4.054 -2.862 0.091
H -2.243 -3.003 -3.416 0.129
H -2.110 -2.635 -5.142 0.101
H -3.324 -0.834 -4.048 0.127
H -1.773 -0.206 -4.628 0.116
H -1.078 1.352 -2.922 0.087
H 0.027 -0.055 -2.974 0.085
H -0.610 0.524 -1.422 0.083
C -1.048 -2.002 -7.404 -0.109
O -2.324 -2.257 -7.974 -0.192
C -2.770 -1.187 -8.806 -0.197
C -2.621 -1.536 -10.282 -0.200
O -1.248 -1.601 -10.662 -0.193
C -0.789 -2.938 -10.798 -0.112
H -0.703 -2.914 -6.914 0.092
H -0.316 -1.718 -8.165 0.090
H -1.127 -1.211 -6.652 0.075
H -2.240 -0.258 -8.568 0.126
H -3.831 -1.036 -8.586 0.123
H -3.078 -0.740 -10.878 0.123
H -3.139 -2.473 -10.516 0.125
H -1.242 -3.400 -11.682 0.087
H -1.017 -3.535 -9.911 0.084
H 0.294 -2.915 -10.933 0.089